Entry from OMol25: a structure of composition C29H53N2O2P2Zr in a non-equilibrium geometry (ωB97M-V with the def2-TZVPD basis set).

Properties
energy	-57840.7835	eV

Geometry as ORCA input:
```
! RIJCOSX wB97M-V def2-TZVPD def2/J DEFGRID3
* xyz 3 1
H 1.019 3.400 -0.934
H -4.339 -3.225 -0.528
H 4.539 2.511 -2.162
C -1.559 -3.759 -0.073
H -3.151 -0.248 -1.876
H -2.569 0.371 2.850
H 3.461 2.094 1.236
C 3.907 0.403 -0.105
H 2.987 -0.983 -2.607
H 2.051 4.338 -2.036
C 0.851 -2.173 -3.650
H 5.260 0.650 -1.847
H 1.810 -2.444 -4.078
H -3.981 3.526 -0.997
H -5.556 -0.050 2.193
H -2.163 5.888 -1.313
H -4.704 -3.215 1.220
C -2.568 -2.938 0.755
H 1.511 1.089 -3.877
C 3.740 -0.718 0.934
H -2.331 1.603 1.576
H -2.333 -4.126 2.535
C 5.029 -0.056 -1.046
H 1.361 2.853 -4.004
N -0.325 -1.030 -1.911
H 0.778 1.996 2.146
H 4.583 2.510 -0.086
H -1.996 5.061 -3.724
H 5.140 1.526 1.276
C -0.350 -2.633 -4.147
H 4.807 -1.032 -1.491
N -0.998 1.799 -0.600
H -0.641 5.077 -0.871
C -1.525 4.142 -3.347
C -2.752 -1.218 -1.534
C -1.724 4.938 -0.971
H -1.755 3.330 -4.051
C -3.572 3.659 -2.006
C -2.209 -3.070 2.247
H -1.604 -4.800 0.283
Zr -0.034 -0.029 0.053
C 4.284 1.715 0.611
H -3.629 1.451 -0.601
H 2.966 -0.517 1.683
C 1.313 2.003 -3.306
H 0.398 0.686 2.910
H -2.144 4.709 0.018
H -2.850 -2.460 2.897
H 3.521 -1.685 0.464
H -4.495 -1.424 2.536
H 4.696 -0.827 1.475
H -0.531 -3.408 0.070
H 2.745 3.626 -0.564
P -2.418 -1.132 0.290
H -3.542 -1.958 -1.736
H 0.292 1.952 -2.912
O 1.154 -2.632 1.722
H 3.697 3.109 -3.592
H -3.897 -4.604 0.489
C -3.754 0.003 1.030
H -0.370 -3.292 -5.014
C 0.873 -1.286 -2.553
C -1.549 -2.273 -3.526
H 5.943 -0.168 -0.441
C -3.065 0.934 2.046
H -5.461 -1.366 1.020
H -3.860 2.804 -2.628
H -1.163 -2.793 2.424
H -4.037 4.561 -2.432
P 2.249 0.698 -0.989
C 2.023 3.457 -1.375
C 0.663 -1.727 1.141
C -1.408 2.513 -1.454
C -4.384 0.845 -0.084
H -1.804 -3.749 -1.143
H -2.526 -2.582 -3.894
C -3.968 -3.506 0.465
C 2.068 -0.640 -2.119
H -4.920 0.230 -0.819
C 3.723 2.287 -2.859
H -3.829 1.573 2.514
O 0.226 1.191 2.094
H 3.956 1.370 -3.418
C 2.348 2.197 -2.190
H -5.120 1.537 0.356
C -1.498 -1.533 -2.353
H -0.438 4.302 -3.335
C -2.055 3.816 -1.951
C -4.869 -0.777 1.732
*
```

Atom charges from the Löwdin analysis, given in e for atoms 1 to 5: 0.040 0.081 0.077 -0.069 0.087